[1]
23
Properties=species:S:1:pos:R:3:forces:R:3 method="wB97M-V/def2-TZVPD" e_above_lowest_kj_mol=271.7 gap_ha=0.3533 charge=+1
C -2.299185 0.794847 -1.884302 -0.6 -0.9 2.7
C -0.821625 1.075618 -1.876055 0.9 2.5 -2.4
C -0.185505 1.332294 -0.541944 -1.0 3.1 2.4
C 0.140142 0.210960 0.339835 -2.2 0.0 1.4
C 0.157532 0.318320 1.674928 1.2 -0.1 2.0
N 0.778067 -0.624619 2.564161 -0.6 -2.1 2.8
N 0.374973 -1.033692 -0.350330 2.5 -0.2 -0.1
H -2.728722 0.284488 -2.753093 0.3 -0.2 0.5
H -2.855229 1.688677 -1.720088 -0.3 1.1 -0.5
H -2.553718 0.349793 -0.839733 0.2 -0.4 -1.9
H -0.231663 0.387148 -2.490092 -0.1 -0.4 0.3
H -0.627492 2.048202 -2.492777 -0.4 -1.5 1.0
H -0.837637 2.069981 0.184495 1.3 -1.6 -2.2
H 0.763820 1.888864 -0.599219 -0.3 0.1 -0.7
H -0.117272 1.274410 2.213257 0.4 -1.1 -1.2
H 0.973195 -0.407146 3.662894 -1.2 -0.2 -3.9
H 0.454930 -1.668182 2.505848 0.4 2.8 0.3
H 1.141624 -0.758818 -1.023177 -1.3 -1.0 0.0
H 0.898366 -1.638495 0.293383 0.4 -0.6 0.0
H -0.400538 -1.579236 -0.750062 0.1 0.8 -0.2
H 2.206324 -1.753018 1.886921 0.0 1.2 1.7
H 3.350251 -2.072973 0.904609 0.3 0.0 0.0
O 2.419369 -2.187416 1.090534 0.1 -1.2 -2.0

[2]
22
Properties=species:S:1:pos:R:3:forces:R:3 method="wB97M-V/def2-TZVPD" e_above_lowest_kj_mol=34.2 gap_ha=0.3348 smiles=CCNC.CCS
C -2.061765 -0.067356 -1.382405 -0.1 0.0 0.2
C -0.683228 -0.049387 -2.009375 0.3 0.0 0.1
N 0.160638 0.965505 -1.369909 -0.5 0.2 -0.6
C 1.410836 1.213610 -2.083643 -0.2 -0.1 0.2
H -2.572999 0.890207 -1.509636 0.0 0.0 -0.1
H -2.677163 -0.850502 -1.822462 0.0 0.0 0.0
H -2.001503 -0.245548 -0.306559 0.1 -0.1 0.0
H -0.188237 -1.013338 -1.856393 0.0 0.0 -0.1
H -0.745184 0.115243 -3.092360 -0.1 0.0 0.0
H 0.599921 0.188264 0.039607 0.5 -0.4 1.1
H -0.375236 1.823636 -1.292738 0.1 0.0 0.1
H 2.064490 0.351658 -1.941781 0.1 0.0 -0.1
H 1.897380 2.091679 -1.663311 0.1 0.0 0.0
H 1.246670 1.375347 -3.153755 0.1 0.0 0.0
C -0.970095 -0.184650 2.787772 0.0 0.0 0.0
C -0.110335 -1.188780 2.031613 -0.3 0.0 0.0
S 1.284200 -0.434711 1.150695 -0.1 0.2 -0.6
H -1.426080 0.533542 2.104125 0.0 0.0 0.0
H -0.364228 0.380707 3.496071 0.0 0.0 0.0
H -1.765268 -0.689437 3.342533 0.0 0.0 0.0
H -0.719812 -1.762127 1.330760 0.0 0.0 0.0
H 0.316709 -1.911965 2.726507 0.1 0.0 0.0

[3]
15
Properties=species:S:1:pos:R:3:forces:R:3 method="wB97M-V/def2-TZVPD" e_above_lowest_kj_mol=266.4 gap_ha=0.3633 smiles="CP(C)(=N)ON"
C -0.824074 -0.204555 -1.677510 1.8 2.7 -1.0
C -0.434695 -0.602597 1.282687 -2.4 0.1 -1.5
N 2.404394 0.209842 0.640883 -0.3 0.0 0.1
N -0.386185 2.094088 -0.016268 -0.4 -1.3 -1.2
O 1.576673 0.006044 -0.498755 -2.3 1.1 0.0
P -0.102448 0.570998 -0.155653 2.5 -2.0 -1.0
H -1.130580 -1.126145 -1.323308 -1.3 -1.9 0.1
H -1.539644 0.509436 -2.104724 -0.5 -0.6 0.6
H -0.125077 -0.341020 -2.560798 -0.2 0.1 1.6
H -0.723847 -0.029984 2.168471 0.4 -0.1 -0.1
H -1.426488 -1.145214 0.955368 1.9 0.7 0.7
H 0.373174 -1.314517 1.446369 -0.2 0.2 0.0
H 3.082895 0.959168 0.390186 -0.3 -1.4 0.2
H 2.751110 -0.748893 0.787100 0.7 1.2 0.0
H 0.184800 2.380642 0.732346 0.6 1.1 1.5

[4]
152
Properties=species:S:1:pos:R:3:forces:R:3 method="wB97M-V/def2-TZVPD" e_above_lowest_kj_mol=0.0 gap_ha=0.3096 smiles=CCN(CC)CC.CCN(CC)CC.CCN(CC)CC.CCN(CC)CC.CCN(CC)CC.CCN(CC)CC.ClC(Cl)Cl.ClC(Cl)Cl.ClC(Cl)Cl.ClC(Cl)Cl
C 0.067922 4.794128 8.156318 0.9 -0.2 -0.5
C -0.371625 3.347052 8.357629 0.6 -0.7 0.3
N -0.635440 2.630460 7.121686 0.0 0.5 -1.0
C 0.333157 1.598938 6.818775 0.6 0.7 -1.0
C 1.684334 2.241509 6.433616 0.2 -1.3 0.7
C -1.990891 2.207028 6.971949 -0.4 -1.0 1.0
C -2.952661 3.358319 6.913990 -0.4 0.7 0.1
H 0.912936 4.817533 7.418105 -0.7 -0.1 0.6
H 0.468012 5.158439 9.106360 -0.2 0.3 -0.1
H -0.690515 5.459758 7.746870 -0.2 -0.1 0.2
H 0.485451 2.811114 8.797325 -0.1 0.3 0.3
H -1.186338 3.200289 9.108740 0.3 0.4 -0.6
H 0.430004 0.909081 7.655455 0.2 -0.4 0.2
H 0.032994 1.048673 5.903254 -0.2 0.1 0.7
H 2.381529 1.432448 6.145739 -0.2 0.4 0.1
H 1.524601 2.861527 5.571783 0.0 0.5 -0.3
H 2.143052 2.798676 7.260059 -0.1 0.0 -0.3
H -2.202833 1.514027 7.809724 -0.5 0.2 0.2
H -2.115877 1.553105 6.121423 0.2 0.1 -0.7
H -2.622641 4.050754 6.117316 -0.2 -0.1 0.5
H -3.032727 3.871742 7.882248 0.4 0.2 -0.3
H -3.988524 3.076033 6.721319 0.1 -0.4 -0.3
C -5.662543 -1.446789 0.958834 1.5 -0.7 0.5
C -4.935667 -0.110871 0.737313 -2.0 0.0 -0.7
N -5.803444 1.074898 0.912020 0.2 0.1 0.6
C -6.169748 1.291107 2.336393 0.0 1.3 -0.8
C -4.988034 1.252790 3.261346 0.2 -0.5 0.6
C -6.995285 0.931051 0.050616 1.2 -0.2 0.2
C -7.774054 2.203647 -0.078698 -0.9 0.4 -0.4
H -6.152860 -1.555948 1.933686 0.2 0.2 -0.1
H -4.856694 -2.207119 0.901807 -0.4 0.1 0.2
H -6.355255 -1.746702 0.200618 -0.5 0.2 -0.5
H -4.091449 -0.072021 1.367304 0.9 0.3 0.8
H -4.554702 -0.062818 -0.280638 0.0 -0.1 -0.1
H -6.603959 2.291920 2.489794 -0.1 -0.2 -0.7
H -6.958082 0.613078 2.614655 -0.3 -0.7 0.4
H -4.639831 0.229006 3.367170 0.4 0.0 0.2
H -4.169886 1.902512 2.969669 0.2 0.0 -0.5
H -5.244640 1.622503 4.251363 -0.3 -0.2 0.1
H -7.557161 0.086420 0.452435 -0.6 0.1 -0.2
H -6.618130 0.653700 -0.939164 0.0 -0.1 0.1
H -8.346300 2.221093 -1.008710 0.1 -0.2 -0.2
H -7.111506 3.066893 -0.127439 0.0 0.0 0.2
H -8.550954 2.325814 0.672343 0.3 0.2 0.4
C 7.646968 -3.226681 2.768425 0.2 0.2 -0.8
C 6.820570 -2.781350 1.539064 0.6 -2.2 0.4
N 6.178418 -1.513089 1.554363 -0.2 0.3 0.6
C 7.105116 -0.459265 1.913575 -0.9 2.0 -0.8
C 8.147165 -0.086483 0.855359 -0.4 0.2 0.3
C 5.494079 -1.291701 0.292918 -1.5 -0.1 0.6
C 4.707756 0.020438 0.271741 1.2 -0.2 -0.4
H 7.853580 -4.306113 2.708097 0.0 0.4 -0.3
H 7.117268 -3.103743 3.692516 -0.3 0.4 0.5
H 8.593733 -2.690705 2.790537 0.1 -0.1 0.3
H 7.474358 -2.938079 0.663209 0.0 0.2 -0.1
H 6.080297 -3.574732 1.479323 -0.6 0.1 -0.4
H 6.548168 0.492138 2.116278 0.1 -0.8 0.0
H 7.569224 -0.689740 2.841928 0.5 -0.4 0.7
H 8.723664 0.756745 1.223540 0.3 0.0 0.1
H 8.795343 -0.925394 0.677014 0.5 -0.3 -0.4
H 7.683172 0.248492 -0.077884 0.1 -0.2 0.1
H 4.719773 -2.071390 0.116892 0.8 0.1 0.5
H 6.196948 -1.394666 -0.510073 0.5 0.2 -0.9
H 4.133057 0.055190 -0.649505 -0.2 0.1 0.0
H 5.395780 0.873296 0.273928 -0.3 0.1 0.0
H 4.074402 0.061295 1.145209 -0.3 0.1 0.2
C 0.231056 1.594125 -4.159426 0.1 1.5 -1.4
C -1.260454 1.547876 -4.498905 0.7 -0.8 0.4
N -1.622139 1.932346 -5.832464 0.4 0.1 -0.5
C -2.977740 1.517372 -6.097241 -0.6 -0.2 0.5
C -3.419975 1.775731 -7.521380 -0.8 -0.5 0.5
C -1.317263 3.319190 -6.173724 0.6 -0.1 0.3
C -2.139227 4.353630 -5.425591 -0.1 0.0 -0.4
H 0.427223 0.984432 -3.328237 0.3 -1.1 1.1
H 0.577575 2.588315 -3.857690 -0.2 0.1 -0.1
H 0.869873 1.319427 -5.014307 -0.3 -0.2 0.3
H -1.564873 0.497992 -4.403766 -0.1 0.1 0.1
H -1.804302 2.101545 -3.732598 -0.3 0.2 0.3
H -3.678047 1.969080 -5.365329 -0.1 0.0 -0.2
H -3.015377 0.441210 -5.881820 0.0 0.1 -0.1
H -4.397697 1.310450 -7.717903 0.2 0.0 0.2
H -2.705660 1.254223 -8.155189 0.1 0.7 -0.5
H -3.593662 2.844320 -7.669304 0.5 -0.1 -0.5
H -0.236168 3.450927 -5.972423 -0.5 0.1 -0.3
H -1.502256 3.440053 -7.241007 0.3 0.0 0.0
H -2.108148 4.228416 -4.361993 -0.1 -0.3 0.7
H -1.825819 5.368542 -5.600148 0.4 0.4 -0.3
H -3.157024 4.289301 -5.780303 -0.5 0.0 0.2
C 4.045340 -3.099110 -2.200806 0.4 -1.1 0.8
C 3.124340 -3.766168 -3.187076 -0.1 0.0 -1.2
N 3.674962 -3.877583 -4.540933 0.2 1.3 1.0
C 2.777403 -4.547783 -5.427817 0.6 -0.4 -0.9
C 2.568970 -5.977283 -4.977115 0.2 -1.1 -0.9
C 4.323945 -2.665679 -4.995899 -0.3 0.5 0.1
C 3.435488 -1.391400 -5.212672 1.1 0.0 0.7
H 4.239265 -2.046594 -2.368758 -0.3 0.2 0.0
H 5.033420 -3.584739 -2.140987 -0.3 0.0 -0.2
H 3.584190 -3.258851 -1.223295 0.1 0.4 0.1
H 2.958799 -4.820546 -3.026912 -0.2 -0.1 1.3
H 2.130876 -3.255505 -3.134532 0.4 -0.2 -0.3
H 1.788782 -4.109685 -5.535160 -0.3 0.7 -0.1
H 3.279710 -4.538661 -6.428179 -0.6 -0.1 0.6
H 1.836219 -6.182089 -4.217551 -0.3 0.5 0.6
H 2.212220 -6.596556 -5.803563 0.1 0.1 -0.2
H 3.521001 -6.395647 -4.662037 0.1 -0.1 0.1
H 4.860794 -2.958752 -5.896082 0.1 0.4 -0.3
H 5.080766 -2.407023 -4.240048 -0.1 -0.2 -0.4
H 4.065629 -0.490724 -5.106040 0.0 -0.3 -0.5
H 2.726860 -1.216722 -4.392975 -0.3 -0.5 -0.3
H 2.973317 -1.380636 -6.189604 -0.4 0.0 -0.1
C -2.085661 -3.607690 0.601606 0.0 0.9 0.1
C -1.559808 -2.332864 -0.114752 0.0 -1.4 -0.8
N -0.494469 -1.573340 0.534213 -0.4 0.4 -0.5
C -1.103109 -0.862309 1.654914 0.8 -0.4 0.7
C -0.115090 -0.173986 2.576929 0.8 0.5 0.1
C 0.031899 -0.620040 -0.471880 1.1 0.5 1.0
C 1.221386 -1.170027 -1.250806 -0.6 -0.5 0.7
H -1.373816 -4.425869 0.684508 0.3 0.2 0.2
H -2.893270 -3.974466 -0.007770 -0.4 -0.2 -0.4
H -2.555839 -3.395450 1.570253 0.4 -0.1 0.0
H -1.170674 -2.681794 -1.109679 -0.4 0.4 0.7
H -2.428924 -1.664197 -0.297049 0.2 -0.2 -0.1
H -1.798787 -0.099454 1.323679 -0.5 0.2 -0.4
H -1.635748 -1.626327 2.237446 -0.1 0.4 -0.1
H 0.511818 -0.830326 3.187494 -0.2 -0.3 -0.1
H 0.601914 0.509385 2.081639 -0.5 -0.4 -0.1
H -0.683545 0.454813 3.252424 -0.1 0.1 0.3
H 0.390512 0.280720 0.066816 -0.4 -0.4 -0.3
H -0.754115 -0.303554 -1.149863 -0.4 0.1 -0.2
H 2.106527 -1.241992 -0.626138 0.0 -0.2 0.3
H 1.496341 -0.479943 -2.026334 0.0 0.1 -0.8
H 0.952324 -2.169727 -1.614245 0.4 0.3 -0.3
C 2.414039 3.588972 0.289971 -0.4 0.3 0.4
Cl 2.207127 2.809218 1.902789 -0.1 0.4 -0.8
Cl 2.019874 2.512482 -1.040236 0.2 -0.4 0.0
Cl 4.024793 4.277004 0.179820 0.2 -0.1 -0.1
H 1.712263 4.413013 0.149134 0.1 -0.2 0.6
C -4.023841 3.192449 -0.344816 -0.1 -0.1 0.3
Cl -4.140542 4.800829 0.410111 0.2 -0.2 -0.3
Cl -2.337354 2.596107 -0.409642 -0.5 0.2 0.0
Cl -4.786572 3.160469 -1.954999 0.3 0.1 0.3
H -4.616505 2.521030 0.300646 0.2 0.0 -0.4
C -4.565879 -1.741634 -3.430102 -0.8 0.5 -0.4
Cl -4.415100 -0.021412 -2.952344 0.0 -0.6 -0.3
Cl -5.153789 -2.714834 -2.081922 0.4 -0.1 0.0
Cl -3.096046 -2.320698 -4.176703 0.3 -0.2 0.2
H -5.346867 -1.836563 -4.186234 0.2 0.4 0.2
C 1.550493 -3.434141 1.964482 -1.2 -0.2 0.6
Cl 2.988280 -2.552509 2.402444 0.3 -0.3 -0.1
Cl 0.785741 -4.260915 3.383083 0.5 0.2 -0.2
Cl 1.719622 -4.603006 0.654750 0.4 0.2 0.0
H 0.785628 -2.717451 1.666300 0.3 0.0 -0.4